No. 1
Molecular formula: C20H25N3O2S
Method: DFT, ωB97M-V/def2-TZVPD

Values from the calculation:
- orbital gap (eV) = 8.2
- molecular weight (g/mol) = 371.506
- relative energy (zero: lowest compared OMol25 entry of this formula, charge and spin) (kcal/mol) = 445.9
- maximum force (eV Å⁻¹) = 16.93

Positions of all 51 atoms, in Å:
1 C 3.745 2.825 -3.120
2 C 2.389 2.394 -2.468
3 C 1.700 1.223 -2.821
4 C 0.516 1.031 -2.298
5 C 0.007 1.830 -1.434
6 C 0.830 3.069 -0.856
7 C 1.994 3.489 -1.442
8 H 2.663 4.049 -1.225
9 H 0.580 3.529 -0.076
10 C -1.165 1.481 -0.566
11 N -1.712 0.453 -0.770
12 C -2.773 0.287 -0.103
13 C -3.098 1.252 0.779
14 S -1.634 2.311 0.975
15 H -3.704 1.265 1.632
16 C -3.899 -0.643 -0.238
17 N -3.524 -2.033 -0.198
18 C -2.342 -2.369 -1.074
19 C -1.004 -2.971 -0.338
20 N -0.734 -1.842 0.828
21 C 0.389 -1.154 0.607
22 O 1.237 -1.033 -0.107
23 C 0.691 -0.271 2.029
24 C 1.758 -0.813 2.905
25 H 1.745 -2.256 2.732
26 C 2.934 -0.575 2.057
27 H 3.715 -0.330 2.581
28 H 3.293 -1.350 1.325
29 C 2.605 0.973 1.431
30 H 2.779 0.913 0.370
31 H 3.127 1.596 1.930
32 O 1.218 0.936 1.430
33 H 1.694 -0.554 3.826
34 H -0.334 0.036 2.393
35 C -1.792 -1.885 1.711
36 H -1.343 -2.635 2.778
37 C -3.061 -2.676 1.078
38 H -3.946 -2.113 2.058
39 H -2.967 -3.640 1.217
40 H -1.837 -0.863 2.216
41 H -1.164 -3.748 0.093
42 H -0.063 -2.513 -0.898
43 H -2.112 -1.527 -1.791
44 H -2.700 -3.217 -1.766
45 H -4.160 -0.711 -1.361
46 H -4.904 -0.740 0.401
47 H -0.140 0.236 -2.582
48 H 1.918 0.777 -3.730
49 H 4.525 1.812 -3.186
50 H 3.747 3.119 -4.208
51 H 4.317 3.575 -2.727

=====

No. 2
Molecular formula: C16H41BNO10P3
Method: DFT, ωB97M-V/def2-TZVPD

Values from the calculation:
- SMILES string = CB(N=C(C)C)P(O)O.CCOP(=O)(OCC)OCC.CCOP(=O)(OCC)OCC
- orbital gap (eV) = 5.0
- molecular weight (g/mol) = 511.235
- relative energy (zero: lowest compared OMol25 entry of this formula, charge and spin) (kcal/mol) = 216.7
- maximum force (eV Å⁻¹) = 9.41

Positions of all 72 atoms, in Å:
1 C -2.710 4.681 2.536
2 B -2.621 6.022 1.581
3 N -3.580 6.401 0.467
4 C -4.789 5.758 0.577
5 C -4.935 4.343 -0.301
6 C -5.978 6.335 1.554
7 P -1.107 7.202 1.949
8 O -1.595 8.872 1.950
9 O 0.220 6.878 0.870
10 H -3.512 3.895 2.211
11 H -2.870 5.069 3.640
12 H -1.616 4.204 2.530
13 H -5.825 4.381 -1.072
14 H -3.944 4.173 -0.917
15 H -5.066 3.439 0.459
16 H -6.685 7.064 0.963
17 H -5.484 6.962 2.415
18 H -6.620 5.494 2.068
19 H -2.547 8.857 2.319
20 H 0.275 5.880 0.715
21 O -2.554 1.629 -2.114
22 P -1.381 0.622 -2.023
23 O -0.271 1.635 -2.720
24 C 0.311 2.637 -1.909
25 C 1.250 2.039 -0.879
26 O -1.848 -0.142 -3.431
27 C -3.211 -0.169 -3.836
28 C -3.466 0.914 -4.873
29 O -0.071 -0.503 -1.921
30 C -0.162 -1.808 -2.478
31 C 0.417 -1.835 -3.887
32 H -0.473 3.231 -1.425
33 H 0.874 3.304 -2.569
34 H 0.697 1.435 -0.153
35 H 1.780 2.824 -0.337
36 H 1.983 1.381 -1.356
37 H -3.888 -0.082 -2.979
38 H -3.405 -1.148 -4.286
39 H -3.133 1.898 -4.530
40 H -4.529 0.972 -5.123
41 H -2.903 0.700 -5.790
42 H -1.191 -2.180 -2.450
43 H 0.427 -2.474 -1.842
44 H -0.005 -1.063 -4.537
45 H 0.250 -2.810 -4.356
46 H 1.496 -1.644 -3.853
47 O 1.383 -4.887 1.690
48 P 2.735 -4.355 2.225
49 O 3.361 -4.032 0.726
50 C 2.959 -2.837 0.084
51 C 3.534 -1.616 0.776
52 O 3.358 -5.897 2.360
53 C 2.511 -7.014 2.604
54 C 2.214 -7.735 1.298
55 O 4.245 -3.761 2.823
56 C 5.064 -4.536 3.688
57 C 6.110 -5.309 2.892
58 H 1.864 -2.784 0.042
59 H 3.329 -2.879 -0.944
60 H 3.111 -1.503 1.780
61 H 3.313 -0.711 0.209
62 H 4.619 -1.708 0.890
63 H 1.594 -6.718 3.125
64 H 3.044 -7.694 3.276
65 H 1.829 -7.056 0.532
66 H 1.486 -8.537 1.453
67 H 3.133 -8.172 0.890
68 H 4.460 -5.196 4.319
69 H 5.575 -3.843 4.361
70 H 5.679 -5.893 2.075
71 H 6.669 -5.988 3.545
72 H 6.816 -4.612 2.426

=====

No. 3
Molecular formula: C2H6OS2
Method: DFT, ωB97M-V/def2-TZVPD

Values from the calculation:
- SMILES string = CC(=S)S.O
- orbital gap (eV) = 8.3
- molecular weight (g/mol) = 110.203
- relative energy (zero: lowest compared OMol25 entry of this formula, charge and spin) (kcal/mol) = 21.0
- maximum force (eV Å⁻¹) = 4.12

Positions of all 11 atoms, in Å:
1 C -1.283 -0.470 -0.582
2 C 0.178 -0.617 -0.029
3 O 0.643 2.045 0.327
4 S 1.423 -0.893 -1.080
5 S 0.248 -1.205 1.570
6 H -1.469 0.709 -0.669
7 H -1.480 -1.050 -1.493
8 H -1.851 -0.849 0.274
9 H 0.912 2.233 -0.566
10 H 1.154 1.407 0.896
11 H 1.525 -1.310 1.353

=====

Please write out number 2 again, unchanged.
Molecular formula: C16H41BNO10P3
Method: DFT, ωB97M-V/def2-TZVPD

Values from the calculation:
- SMILES string = CB(N=C(C)C)P(O)O.CCOP(=O)(OCC)OCC.CCOP(=O)(OCC)OCC
- orbital gap (eV) = 5.0
- molecular weight (g/mol) = 511.235
- relative energy (zero: lowest compared OMol25 entry of this formula, charge and spin) (kcal/mol) = 216.7
- maximum force (eV Å⁻¹) = 9.41

Positions of all 72 atoms, in Å:
1 C -2.710 4.681 2.536
2 B -2.621 6.022 1.581
3 N -3.580 6.401 0.467
4 C -4.789 5.758 0.577
5 C -4.935 4.343 -0.301
6 C -5.978 6.335 1.554
7 P -1.107 7.202 1.949
8 O -1.595 8.872 1.950
9 O 0.220 6.878 0.870
10 H -3.512 3.895 2.211
11 H -2.870 5.069 3.640
12 H -1.616 4.204 2.530
13 H -5.825 4.381 -1.072
14 H -3.944 4.173 -0.917
15 H -5.066 3.439 0.459
16 H -6.685 7.064 0.963
17 H -5.484 6.962 2.415
18 H -6.620 5.494 2.068
19 H -2.547 8.857 2.319
20 H 0.275 5.880 0.715
21 O -2.554 1.629 -2.114
22 P -1.381 0.622 -2.023
23 O -0.271 1.635 -2.720
24 C 0.311 2.637 -1.909
25 C 1.250 2.039 -0.879
26 O -1.848 -0.142 -3.431
27 C -3.211 -0.169 -3.836
28 C -3.466 0.914 -4.873
29 O -0.071 -0.503 -1.921
30 C -0.162 -1.808 -2.478
31 C 0.417 -1.835 -3.887
32 H -0.473 3.231 -1.425
33 H 0.874 3.304 -2.569
34 H 0.697 1.435 -0.153
35 H 1.780 2.824 -0.337
36 H 1.983 1.381 -1.356
37 H -3.888 -0.082 -2.979
38 H -3.405 -1.148 -4.286
39 H -3.133 1.898 -4.530
40 H -4.529 0.972 -5.123
41 H -2.903 0.700 -5.790
42 H -1.191 -2.180 -2.450
43 H 0.427 -2.474 -1.842
44 H -0.005 -1.063 -4.537
45 H 0.250 -2.810 -4.356
46 H 1.496 -1.644 -3.853
47 O 1.383 -4.887 1.690
48 P 2.735 -4.355 2.225
49 O 3.361 -4.032 0.726
50 C 2.959 -2.837 0.084
51 C 3.534 -1.616 0.776
52 O 3.358 -5.897 2.360
53 C 2.511 -7.014 2.604
54 C 2.214 -7.735 1.298
55 O 4.245 -3.761 2.823
56 C 5.064 -4.536 3.688
57 C 6.110 -5.309 2.892
58 H 1.864 -2.784 0.042
59 H 3.329 -2.879 -0.944
60 H 3.111 -1.503 1.780
61 H 3.313 -0.711 0.209
62 H 4.619 -1.708 0.890
63 H 1.594 -6.718 3.125
64 H 3.044 -7.694 3.276
65 H 1.829 -7.056 0.532
66 H 1.486 -8.537 1.453
67 H 3.133 -8.172 0.890
68 H 4.460 -5.196 4.319
69 H 5.575 -3.843 4.361
70 H 5.679 -5.893 2.075
71 H 6.669 -5.988 3.545
72 H 6.816 -4.612 2.426